(1)
This record from the Open Molecules 2025 dataset describes a cluster of 2 separate species, C5H10O2P in total. The level of theory is ωB97M-V with the def2-TZVPD basis set.

Geometry as XYZ:
```
18
Properties=species:S:1:pos:R:3:forces:R:3
C -0.8224 -4.4333 -1.0924 0.71 -0.62 -0.14
C -0.2045 -3.5252 -0.5911 -1.89 -2.45 -1.38
C -1.1478 1.5470 0.9943 0.82 -1.38 1.81
C -0.0576 0.7560 -1.1375 0.65 -2.24 0.57
C 0.0674 1.6883 0.1349 -2.43 -1.34 -2.95
O 1.4294 -0.4362 1.2785 -0.20 -0.23 -0.63
O 2.0101 1.9110 2.1142 0.18 1.40 0.77
P 1.5113 1.0454 1.0440 0.56 -1.02 0.61
H 0.1287 -2.6402 -0.2274 1.10 2.03 1.02
H -1.1609 -5.3541 -1.5761 0.12 1.02 0.54
H 2.2922 1.2223 -0.1047 0.74 -0.19 -0.58
H -0.7687 1.5692 2.0244 -0.82 1.03 0.34
H -2.0525 2.1124 0.7945 0.17 0.46 -0.15
H -1.3586 0.4780 0.9863 -0.59 -0.10 -0.46
H -0.0732 -0.3956 -0.7305 -0.14 2.65 -1.27
H 0.9388 0.9156 -1.6475 -1.13 -0.46 -0.33
H -0.9636 0.9412 -1.8575 1.61 0.01 1.57
H 0.2318 2.5983 -0.4064 0.57 1.44 0.66
```
Forces are in eV/Å.

The value obtained for the LUMO energy (alpha / beta) is 3.465 / -0.832 eV. The HOMO energy (alpha / beta) is 1.0 / -7.3 eV. As for the spin multiplicity: 3. Its total charge is -1. The energy above the lowest of the compared OMol25 structures with the same formula, charge and spin comes out at 88.2 kcal/mol. The total energy comes out at -688.1355 hartree.

How positive or negative is each atom? The natural (NBO) charges in e answer that:
1 C -0.292
2 C -0.205
3 C -0.700
4 C -1.000
5 C -0.656
6 O -0.915
7 O -0.998
8 P 1.898
9 H 0.231
10 H 0.229
11 H -0.012
12 H 0.208
13 H 0.216
14 H 0.209
15 H 0.177
16 H 0.175
17 H 0.210
18 H 0.224

(2)
This record from the Open Molecules 2025 dataset describes the ion C5H10O2PS with charge -1. The level of theory is ωB97M-V with the def2-TZVPD basis set.

Geometry as XYZ:
```
19
Properties=species:S:1:pos:R:3:forces:R:3
C 1.2770 -0.3372 0.6973 -1.26 -1.79 -0.02
C 1.5095 -1.1141 -0.5897 -3.07 -0.34 -1.01
C 0.9287 1.0608 0.5756 5.09 4.47 0.18
C 0.2234 -1.5478 -1.3344 2.15 2.45 -0.89
C -0.4555 1.4906 0.4690 -3.01 2.00 -0.94
O -4.2715 -0.0496 -0.5811 -1.31 0.66 -1.00
O -2.7803 0.0054 1.3337 0.15 -0.19 -0.41
P -1.3842 1.0795 -1.1703 0.72 -0.59 0.96
S -2.9306 -0.3571 -0.1157 1.06 -0.82 1.42
H 0.5434 -0.6750 1.4415 -0.26 -1.12 -0.63
H 2.1778 -0.5811 1.1518 2.01 0.76 1.51
H 2.1148 -0.5038 -1.2735 0.06 -0.24 0.29
H 2.0133 -2.0076 -0.2965 0.82 -0.81 -0.03
H 1.4977 1.5997 1.4692 -1.51 -0.82 -1.05
H 1.6061 1.5468 -0.2450 -1.30 -0.78 0.70
H 0.2049 -1.3281 -2.4031 -0.27 -0.41 0.31
H -0.5650 -2.0459 -0.8719 -1.11 -0.76 0.73
H -1.1122 1.1198 1.2834 0.39 0.05 -0.36
H -0.5974 2.6447 0.4597 0.67 -1.70 0.25
```
Forces are in eV/Å.

The value obtained for the LUMO energy (alpha / beta) is 3.346 / 3.573 eV. The HOMO energy (alpha / beta) is -2.8 / -2.9 eV. Its total charge is -1. The energy above the lowest of the compared OMol25 structures with the same formula, charge and spin comes out at 85.5 kcal/mol. The total energy comes out at -1086.4338 hartree.

How positive or negative is each atom? The natural (NBO) charges in e answer that:
1 C -0.418
2 C -0.455
3 C -0.394
4 C -0.342
5 C -0.735
6 O -1.034
7 O -1.050
8 P 0.098
9 S 1.335
10 H 0.215
11 H 0.194
12 H 0.199
13 H 0.191
14 H 0.183
15 H 0.175
16 H 0.176
17 H 0.176
18 H 0.272
19 H 0.214

(3)
This record from the Open Molecules 2025 dataset describes an isolated molecule of C5H10O2Se2. The level of theory is ωB97M-V with the def2-TZVPD basis set.

Geometry as XYZ:
```
19
Properties=species:S:1:pos:R:3:forces:R:3
C -2.1277 1.5719 0.4248 -0.61 -2.18 -1.86
C -0.8314 1.9715 -0.1882 -0.70 2.87 0.41
C -1.3107 -1.3413 0.4054 2.02 -0.44 -3.74
C 0.6390 -0.4005 -0.7448 -0.66 -0.19 3.14
C 1.9375 -1.2288 -0.5075 -3.05 1.91 1.36
O 1.7611 -2.0194 0.6594 1.20 0.47 0.56
O 2.9904 -0.3028 -0.3929 0.55 -1.24 0.81
Se -2.7000 -0.2431 -0.1608 -0.37 -0.13 -0.01
Se 0.8770 1.2615 0.2411 0.35 -0.28 0.70
H -2.1029 1.5539 1.4661 -0.08 0.28 1.75
H -3.0387 2.0359 0.0197 0.66 0.70 0.31
H -0.7858 1.9611 -1.2301 -0.71 -0.70 -1.98
H -0.8446 3.0901 -0.1045 0.75 -0.62 0.62
H -1.2754 -2.3534 -0.0680 -0.32 1.04 0.36
H -1.0077 -1.3684 1.3949 0.74 0.38 1.77
H 0.2939 -0.1099 -1.7026 -0.35 -0.45 -1.12
H 2.0240 -1.8861 -1.2981 0.74 -1.57 -1.66
H 1.9948 -1.4876 1.4578 -0.61 -0.35 -0.88
H 3.5071 -0.7047 0.3284 0.47 0.49 -0.53
```
Forces are in eV/Å.

The value obtained for the LUMO energy (alpha / beta) is 0.191 / 0.218 eV. The HOMO energy (alpha / beta) is -7.1 / -7.2 eV. The energy above the lowest of the compared OMol25 structures with the same formula, charge and spin comes out at 70.3 kcal/mol. The total energy comes out at -5149.6839 hartree.

How positive or negative is each atom? The natural (NBO) charges in e answer that:
1 C -0.524
2 C -0.647
3 C -0.557
4 C -0.386
5 C 0.307
6 O -0.719
7 O -0.704
8 Se 0.308
9 Se 0.316
10 H 0.218
11 H 0.231
12 H 0.222
13 H 0.238
14 H 0.225
15 H 0.185
16 H 0.185
17 H 0.154
18 H 0.471
19 H 0.477